Entry 1:
Density functional theory data (ωB97M-V/def2-TZVPD) for C3H6N2 in the gas phase in a non-equilibrium geometry.

Last column: Löwdin charge in e.
Element x y z (Å)
H (-2.52, -0.85, -0.14)  0.07
H (-1.60, -0.95, 1.29)  0.08
C (-0.96, 0.48, 0.01)  -0.68
H (1.47, 0.16, 1.16)  0.08
H (1.94, -0.96, -0.15)  0.09
H (2.31, 0.76, -0.29)  0.07
N (-1.05, 1.72, 0.03)  0.25
N (-1.65, -0.70, 0.32)  0.11
H (0.22, -0.01, -1.68)  0.11
C (0.28, 0.30, -0.63)  -0.09
C (1.57, 0.06, 0.08)  -0.09

energy = -6184.896 eV
HOMO (spin up / spin down) = -8.41 / -8.74 eV
max |F| = 0.0280 hartree/bohr

Entry 2:
Density functional theory data (ωB97M-V/def2-TZVPD) for a gas-phase ion, C3HN2O3 (charge -1) in a non-equilibrium geometry.

Last column: Löwdin charge in e.
Element x y z (Å)
C (-0.61, -1.42, 1.68)  -0.03
C (-0.25, -0.98, 0.52)  -0.36
N (-0.07, -0.50, -0.71)  0.13
O (0.34, -2.26, 0.98)  -0.09
H (0.35, -1.07, -1.44)  0.16
N (0.23, 1.28, 0.57)  -0.10
C (-0.04, 0.89, -0.79)  -0.57
O (0.10, 1.57, -1.78)  0.03
O (-0.05, 2.49, 0.97)  -0.18

energy = -12243.897 eV
HOMO (spin up / spin down) = -3.27 / -3.44 eV
max |F| = 0.0738 hartree/bohr
net charge = -1